[1]
This record from the Open Molecules 2025 dataset describes 14 unconnected molecules or ions with the total composition C6H43N2O13 in a non-equilibrium geometry. The level of theory is ωB97M-V/def2-TZVPD.

E_HOMO = -12.048 eV
total energy = -1341.79336 a.u.
strongest force on any atom = 3.5 eV/Å
E_LUMO = -2.28 eV
total charge = +1
2S+1 = 1
ΔE to the lowest compared entry with this formula, charge and spin = 73.2 kcal per mole

```
64
C6H43N2O13 ωB97M-V/def2-TZVPD
O 3.994 -0.903 2.242
O -0.693 2.498 -0.903
O 1.416 -2.089 1.025
O -3.752 -0.794 0.403
O -2.950 1.714 -2.444
O -0.274 4.645 0.383
O -3.208 3.810 2.011
O -2.994 0.852 2.571
O -0.946 -0.913 2.411
O 3.775 -2.493 -2.930
O 2.317 -1.681 4.145
O -3.684 3.343 -0.535
O 3.956 -1.686 -0.411
N 2.037 0.471 0.450
N 0.966 -1.296 -2.070
C 1.980 0.809 -1.016
C 1.426 1.457 1.472
C -0.226 -1.784 -2.785
C 0.825 0.153 -1.783
C -1.429 -2.861 -0.740
C -0.683 -3.049 -2.098
H 2.967 0.299 0.846
H -2.669 1.587 2.017
H 0.699 2.076 0.914
H 2.183 1.943 2.043
H -0.994 4.399 0.988
H 1.461 -2.361 1.943
H -1.690 -0.275 2.543
H -1.039 -1.504 3.165
H -0.655 3.476 -0.970
H -0.102 0.303 -1.215
H -1.312 -3.530 -2.840
H -4.688 -0.746 0.223
H 3.552 -3.422 -2.942
H -3.853 3.197 2.367
H -3.123 -0.709 -0.310
H -3.487 0.209 2.033
H -0.323 5.578 0.165
H -2.369 -2.398 -1.067
H -4.505 3.704 -0.902
H -0.902 -2.156 -0.080
H 2.901 0.710 -1.542
H 0.732 0.692 -2.759
H 4.459 -0.292 2.823
H -2.970 1.125 -1.691
H 1.598 -0.470 0.552
H 0.093 -3.823 -2.020
H -0.014 -2.079 -3.808
H 2.579 -1.743 5.069
H 0.759 0.787 2.066
H -3.221 3.338 -1.392
H 2.050 -2.544 0.450
H 4.780 -1.527 0.073
H 1.092 -1.765 -1.183
H 3.445 -1.411 2.883
H -0.345 2.139 -1.721
H 1.583 -1.064 4.043
H 1.700 1.852 -1.037
H -3.687 1.565 -3.044
H -1.063 -1.107 -2.734
H 4.160 -2.258 -1.184
H -1.490 -3.837 -0.281
H -3.150 3.737 1.039
H 3.008 -1.900 -2.920
```

=====

[2]
This record from the Open Molecules 2025 dataset describes C4H10O2 in the gas phase in a non-equilibrium geometry. The level of theory is ωB97M-V/def2-TZVPD.

E_HOMO = -10.092 eV
total energy = -308.85002 a.u.
SMILES string = C[C@@H](O)CCO
strongest force on any atom = 2.6 eV/Å
E_LUMO = 0.87 eV
2S+1 = 1
ΔE to the lowest compared entry with this formula, charge and spin = 30.2 kcal per mole

```
16
C4H10O2 ωB97M-V/def2-TZVPD
O -2.821 -0.808 0.555
O 0.371 0.467 -1.610
C -1.662 -0.267 -0.112
C 0.653 0.593 -0.162
C 2.116 0.384 0.058
C -0.292 -0.447 0.512
H 2.323 -0.674 -0.164
H -1.560 -0.830 -1.027
H -3.016 -0.236 1.297
H 2.742 1.073 -0.578
H -0.005 -1.466 0.454
H -0.327 -0.169 1.569
H 0.469 -0.545 -1.739
H 2.379 0.512 1.115
H -1.756 0.824 -0.315
H 0.387 1.590 0.147
```

=====

[3]
This record from the Open Molecules 2025 dataset describes a molecular structure, C49H51As2N2O3OsS in a non-equilibrium geometry. The level of theory is ωB97M-V/def2-TZVPD.

E_HOMO (spin up / spin down) = -15.491 / -15.491 eV
total energy = -7192.48617 a.u.
strongest force on any atom = 1.6 eV/Å
E_LUMO (spin up / spin down) = -9.92 / -9.93 eV
total charge = +3
2S+1 = 1
ΔE to the lowest compared entry with this formula, charge and spin = 16.2 kcal per mole

```
109
C49H51As2N2O3OsS ωB97M-V/def2-TZVPD
Os -0.261 0.022 -0.299
As -2.685 -0.514 0.325
As 0.062 -1.523 1.819
S -1.019 2.329 -2.920
O 0.616 1.148 1.143
O -1.502 1.904 -0.055
O -0.722 -0.969 -2.167
N 2.660 -0.372 -0.268
N 1.479 -0.560 -0.874
C -2.808 3.421 1.350
C 5.284 -0.316 0.672
C 3.521 2.023 2.972
C 5.858 1.265 2.885
C -0.006 -4.342 2.292
C 2.237 2.008 2.542
C -1.906 -0.926 -3.017
C -6.228 -0.742 -1.864
C 2.747 -2.666 -3.682
C 1.579 -1.360 -2.050
C 6.574 -0.258 1.178
C 4.560 1.225 2.377
C -2.216 3.587 -3.482
C 0.244 -5.672 1.996
C -6.310 -2.090 -2.186
C 1.011 -3.703 0.192
C 2.874 0.362 0.772
C 0.801 -0.092 4.193
C 3.084 2.690 -3.298
C -4.439 1.215 1.962
C -3.317 1.073 1.150
C 1.548 -2.884 -4.353
C -4.136 -1.144 -0.759
C 1.200 -1.061 3.271
C -3.923 3.559 2.166
C 0.397 -1.578 -2.728
C -2.607 4.590 -2.402
C 0.362 -2.347 -3.877
C 2.424 -1.717 3.399
C 0.381 -3.357 1.382
C -5.134 -0.261 -1.157
C 6.861 0.520 2.294
C -2.536 2.166 0.847
C -2.730 -1.851 1.689
C 1.258 -5.039 -0.095
C 2.807 -0.519 5.448
C 0.580 2.996 -3.496
C -4.205 -2.496 -1.097
C 3.220 -1.451 4.503
C -4.742 2.470 2.464
C -5.301 -2.967 -1.801
C 1.601 0.160 5.293
C 0.873 -6.021 0.807
C 2.766 -1.910 -2.524
C -1.665 -1.547 2.694
C 1.716 2.384 -2.695
C 1.847 1.176 1.468
C -1.481 5.536 -2.004
C 4.263 0.414 1.270
H 1.752 -5.310 -1.019
H 1.473 2.614 3.010
H -1.815 -0.579 3.172
H 1.312 -2.946 -0.508
H -5.617 2.608 3.084
H 1.673 2.760 -1.663
H 3.163 2.292 -4.310
H -4.163 4.536 2.565
H 1.533 -3.473 -5.260
H -2.178 4.273 1.117
H -0.563 -2.542 -4.399
H -2.980 4.049 -1.526
H -2.612 -0.259 -2.545
H 6.072 1.890 3.744
H -0.127 0.452 4.069
H 3.682 -1.738 -1.982
H 1.285 0.882 6.035
H 3.667 -3.092 -4.059
H -0.983 2.693 -0.283
H -1.763 4.079 -4.343
H 5.069 -0.926 -0.193
H -1.632 -2.299 3.483
H -7.161 -2.460 -2.742
H -0.051 -6.439 2.700
H -3.091 3.032 -3.819
H 0.686 2.753 -4.553
H -5.078 0.790 -0.898
H 3.425 -0.322 6.314
H 1.570 1.299 -2.665
H -5.372 -4.018 -2.047
H -1.623 -0.533 -3.989
H -0.487 -4.084 3.227
H -3.730 -1.869 2.123
H -3.422 -3.186 -0.806
H 7.364 -0.822 0.700
H -1.838 6.289 -1.302
H 3.792 2.665 3.804
H 2.736 -2.449 2.664
H -2.569 -2.822 1.218
H -5.071 0.364 2.184
H 7.866 0.548 2.695
H 1.070 -7.062 0.590
H 3.882 2.250 -2.698
H -2.329 -1.925 -3.097
H -1.092 6.067 -2.875
H -0.647 5.003 -1.531
H 4.157 -1.977 4.631
H -7.017 -0.064 -2.159
H 3.258 3.766 -3.344
H 0.551 4.079 -3.388
H -3.442 5.174 -2.795
```

=====

[4]
This record from the Open Molecules 2025 dataset describes a molecular structure, C26H34NO3PTeTi. The level of theory is ωB97M-V/def2-TZVPD.

E_HOMO (spin up / spin down) = -6.946 / -7.267 eV
⟨S²⟩ = 2.0063
total energy = -2750.59304 a.u.
strongest force on any atom = 0.6 eV/Å
E_LUMO (spin up / spin down) = 0.15 / -0.25 eV
2S+1 = 3

```
67
C26H34NO3PTeTi ωB97M-V/def2-TZVPD
Te 0.830 4.741 2.146
Ti 0.998 -0.119 0.607
P 0.422 2.700 1.124
O -0.534 2.767 -0.134
O 1.586 1.825 0.632
O -0.297 1.573 2.066
N 0.519 -0.251 -1.312
C -2.743 0.384 -3.013
C 0.710 -1.431 2.611
C 1.590 -2.407 0.600
C -1.872 -2.827 2.215
C -0.630 -3.310 1.467
C -1.764 -0.318 -0.545
C -1.612 4.517 -1.361
C -3.637 0.172 -1.972
C 2.896 -0.709 1.774
C 2.737 -1.603 0.691
C 1.258 -1.255 -3.424
C -3.127 -0.172 -0.726
C -1.762 3.514 -0.245
C 2.657 0.330 -2.283
C -2.454 1.384 3.116
C 0.541 -2.338 1.529
C 2.237 -1.421 -4.391
C -0.983 -3.730 0.041
C 3.435 -0.719 -4.311
C 4.104 0.171 1.893
C 3.636 0.153 -3.253
C 1.457 -0.375 -2.355
C -0.849 -0.135 -1.594
C -1.374 0.240 -2.835
C 1.881 -0.690 2.752
C -1.002 1.757 3.304
H -0.509 1.112 4.034
H 2.803 1.040 -1.477
H -1.379 4.004 -2.294
H -3.793 -0.326 0.116
H -2.563 0.325 2.876
H -0.060 -1.337 3.363
H -1.981 4.000 0.709
H 1.967 0.009 3.576
H 4.556 0.720 -3.179
H -2.657 -3.579 2.136
H -0.810 5.218 -1.131
H -0.706 0.437 -3.662
H 2.064 -2.112 -5.207
H -1.688 -2.664 3.277
H -1.864 -4.372 0.056
H -2.265 -1.902 1.789
H -2.537 5.081 -1.495
H -0.272 -4.205 1.992
H 4.718 0.109 0.995
H 3.509 -1.676 -0.062
H -1.209 -2.866 -0.586
H -3.115 0.673 -3.989
H 1.497 -3.051 -0.262
H -2.535 2.773 -0.456
H -0.184 -4.297 -0.437
H -3.023 1.587 4.024
H -0.875 2.792 3.623
H -4.702 0.278 -2.126
H 4.715 -0.133 2.745
H -2.893 1.965 2.303
H -1.409 -0.562 0.456
H 4.198 -0.848 -5.068
H 3.811 1.212 2.029
H 0.338 -1.824 -3.483
```

=====

[5]
This record from the Open Molecules 2025 dataset describes 2 unconnected molecules or ions with the total composition F3HN2 in a non-equilibrium geometry. The level of theory is ωB97M-V/def2-TZVPD.

E_HOMO = -12.401 eV
total energy = -409.54242 a.u.
SMILES string = F/N=N/F.F
strongest force on any atom = 3.4 eV/Å
E_LUMO = -0.21 eV
2S+1 = 1
ΔE to the lowest compared entry with this formula, charge and spin = 3.6 kcal per mole

```
6
F3HN2 ωB97M-V/def2-TZVPD
F -1.224 -1.192 0.772
F 0.041 2.392 1.185
F 1.163 -1.056 -1.554
N 0.092 -1.454 -0.872
N -0.084 -0.805 0.168
H 0.013 2.115 0.301
```

=====

[6]
This record from the Open Molecules 2025 dataset describes 2 unconnected molecules or ions with the total composition C5H14O in a non-equilibrium geometry. The level of theory is ωB97M-V/def2-TZVPD.

E_HOMO (spin up / spin down) = -15.576 / -15.553 eV
⟨S²⟩ = 0.7523
total energy = -273.74953 a.u.
strongest force on any atom = 1.7 eV/Å
E_LUMO (spin up / spin down) = -2.67 / -9.81 eV
total charge = +1
2S+1 = 2
ΔE to the lowest compared entry with this formula, charge and spin = 5.1 kcal per mole

```
20
C5H14O ωB97M-V/def2-TZVPD
O 2.284 1.066 1.058
C -0.812 -0.349 1.409
C 0.369 -1.536 -0.478
C -0.910 -0.757 -0.097
C -0.032 1.256 -1.252
C -1.314 0.493 -0.914
H -1.731 -1.456 -0.227
H 2.519 0.878 1.974
H 0.632 0.621 -1.846
H 1.185 -0.874 -0.259
H -0.797 -1.317 1.915
H 0.516 1.350 -0.305
H 0.067 0.232 1.679
H 0.493 -2.406 0.163
H -0.197 2.261 -1.619
H 3.033 0.768 0.520
H -2.037 0.190 -1.667
H 0.222 -1.867 -1.509
H -1.653 0.254 1.752
H -1.836 1.192 -0.297
```

=====

[7]
This record from the Open Molecules 2025 dataset describes 11 unconnected molecules or ions with the total composition C4H26NO13 in a non-equilibrium geometry. The level of theory is ωB97M-V/def2-TZVPD.

E_HOMO = -6.909 eV
total energy = -1200.99687 a.u.
strongest force on any atom = 5.2 eV/Å
E_LUMO = 2.73 eV
total charge = -1
2S+1 = 1
ΔE to the lowest compared entry with this formula, charge and spin = 48.2 kcal per mole

```
44
C4H26NO13 ωB97M-V/def2-TZVPD
O -1.726 2.328 -1.334
O -0.658 -3.134 -2.316
O -0.284 -0.505 -2.949
O 1.494 2.510 -2.825
O -3.816 0.230 0.089
O -1.175 2.218 2.961
O -1.745 -0.829 1.493
O 0.446 3.677 -0.658
O 1.058 3.327 1.859
O -0.116 0.068 -0.303
O 1.410 -3.418 1.841
O 1.844 1.047 -0.609
O -1.187 -3.246 0.631
N 1.479 -3.231 -0.309
C 1.774 -2.724 0.948
C 0.992 0.477 0.041
C 2.456 -1.424 1.127
C 1.522 -0.245 1.446
H -2.605 2.253 -1.497
H -1.578 2.338 2.123
H -1.392 -0.190 2.241
H 1.116 2.358 1.707
H 0.664 -0.668 1.979
H -1.516 -2.452 0.871
H 1.873 0.564 2.006
H -0.451 2.824 2.663
H 0.739 -3.911 -0.367
H -0.945 -3.289 -1.350
H -0.520 -3.407 1.248
H 0.739 1.972 -2.996
H 3.203 -1.655 1.860
H -0.353 3.330 -1.117
H -0.292 -0.277 -1.923
H 2.964 -1.220 0.182
H 1.537 -2.579 -1.046
H -1.214 -0.605 -3.206
H -2.984 0.136 -0.329
H -0.517 -2.196 -2.310
H -1.533 1.351 -1.011
H -3.554 -0.177 0.998
H 1.245 3.399 -1.358
H 0.707 3.600 0.980
H 2.094 1.957 -2.265
H -1.196 -0.578 0.785
```